*1*
One molecule with the formula C2H3NOS3, computed with ωB97M-V/def2-TZVPD.

As for the HOMO energy: -8.7088 eV. As for the frontier orbital gap: 0.3207 Eh.

Geometry as ORCA input:
```
! wB97M-V def2-TZVPD RIJCOSX def2/J DEFGRID3
* xyz 0 1
C -0.035 0.154 0.202
C -0.885 0.497 1.273
N 0.173 0.690 -0.898
O 0.076 -0.585 -2.989
S 0.957 -1.348 0.622
S 2.204 -1.371 -0.969
S 1.022 0.149 -2.219
H -1.873 0.997 1.020
H -0.527 1.223 2.059
H -1.112 -0.407 1.899
*
```

*2*
One molecule with the formula C2H3NOS3, computed with ωB97M-V/def2-TZVPD.

As for the HOMO energy: -9.1320 eV. As for the SMILES: ONC(=S)C(=S)S. As for the frontier orbital gap: 0.2760 Eh.

Geometry as ORCA input:
```
! wB97M-V def2-TZVPD RIJCOSX def2/J DEFGRID3
* xyz 0 1
O 1.818 1.786 0.313
N 1.192 0.583 0.272
C -0.073 0.441 -0.091
S -0.993 1.743 -0.547
C -0.576 -0.980 -0.035
S 0.308 -2.237 0.568
S -2.202 -1.104 -0.629
H 1.108 2.397 0.016
H 1.695 -0.195 0.654
H -2.278 -2.434 -0.522
*
```

Verdict on stability: *1* comes out on top.

*1*
An isolated ion of composition C4H10N3O2 and charge +1, computed with ωB97M-V/def2-TZVPD.

As for the HOMO energy: -14.4718 eV. As for the SMILES: [H]/N=C(/C(N)=O)[C@@](C)([NH3+])O. As for the frontier orbital gap: 0.3664 Eh.

Geometry as ORCA input:
```
! wB97M-V def2-TZVPD RIJCOSX def2/J DEFGRID3
* xyz 1 1
H 0.137 -2.432 -0.725
N -0.780 -1.839 -0.508
C -0.630 -0.517 -0.198
C -1.854 0.281 -0.001
N -2.940 -0.451 0.359
O -1.791 1.506 0.097
C 0.718 0.187 0.181
C 1.967 -0.552 -0.261
N 0.604 1.646 -0.413
O 0.763 0.359 1.525
H -2.938 -1.495 0.067
H -3.667 -0.016 0.820
H 2.040 -1.740 -0.106
H 2.886 0.030 0.135
H 2.083 -0.446 -1.268
H 1.076 1.443 -1.285
H -0.403 1.815 -0.492
H 1.242 2.320 0.113
H 1.487 -0.098 1.961
*
```

*2*
A 2-piece molecular cluster, C4H10N3O2 overall, computed with ωB97M-V/def2-TZVPD.

As for the HOMO energy: -13.8811 eV. As for the frontier orbital gap: 0.4126 Eh.

Geometry as ORCA input:
```
! wB97M-V def2-TZVPD RIJCOSX def2/J DEFGRID3
* xyz 1 1
C -1.699 0.509 -1.837
C 1.450 -0.347 2.070
C -2.294 -0.839 -2.002
C 3.420 -1.148 3.419
N -2.030 1.500 -2.641
N 2.235 -0.969 2.681
N -0.817 0.704 -0.892
O 0.605 0.095 1.382
O -0.205 1.943 -0.776
H -2.195 -1.437 -1.101
H -3.346 -0.765 -2.268
H -1.784 -1.359 -2.814
H 4.278 -1.116 2.745
H 3.521 -0.372 4.178
H 3.376 -2.124 3.897
H -2.707 1.380 -3.376
H -1.598 2.406 -2.513
H 0.299 1.928 0.057
H -0.509 0.011 -0.210
*
```

Verdict on stability: *2* comes out on top.

*1*
An isolated ion of composition C2H4N3O and charge +1, computed with ωB97M-V/def2-TZVPD.

As for the HOMO energy: -16.6417 eV. As for the SMILES: CC(=O)N=[N+]=N. As for the frontier orbital gap: 0.3660 Eh.

Geometry as ORCA input:
```
! wB97M-V def2-TZVPD RIJCOSX def2/J DEFGRID3
* xyz 1 1
C 1.750 -0.027 -0.108
C 0.491 0.791 0.030
O 0.211 1.862 0.397
N -0.636 -0.212 -0.189
N -1.797 -0.326 0.068
N -2.949 -0.265 0.063
H 1.558 -1.066 -0.326
H 2.461 0.313 -0.828
H 2.466 -0.015 0.689
H -3.556 -1.055 0.205
*
```

*2*
An isolated ion of composition C2H4N3O and charge +1, computed with ωB97M-V/def2-TZVPD.

As for the HOMO energy: -16.4431 eV. As for the SMILES: N#CC(=[NH2+])NO. As for the frontier orbital gap: 0.3663 Eh.

Geometry as ORCA input:
```
! wB97M-V def2-TZVPD RIJCOSX def2/J DEFGRID3
* xyz 1 1
N -2.974 -0.312 -0.783
C -1.853 -0.099 -0.674
C -0.475 0.146 -0.229
N -0.020 1.204 0.332
N 0.673 -1.016 -0.382
O 1.555 -0.792 0.615
H -0.435 2.086 0.388
H 0.963 1.088 0.717
H 0.173 -1.867 -0.148
H 2.394 -0.438 0.163
*
```

Verdict on stability: *2* comes out on top.

*1*
A 3-piece molecular cluster, C2H10NO2S overall, computed with ωB97M-V/def2-TZVPD.

As for the HOMO energy: -2.7660 eV. As for the frontier orbital gap: 0.2243 Eh.

Geometry as ORCA input:
```
! wB97M-V def2-TZVPD RIJCOSX def2/J DEFGRID3
* xyz -1 1
C 0.071 -0.614 -0.788
C 0.284 -2.124 -0.772
S 0.603 -2.764 0.902
N 1.208 0.150 -0.284
H -0.785 -0.348 -0.166
H -0.191 -0.289 -1.807
H 1.145 -2.325 -1.421
H -0.590 -2.595 -1.227
H 2.083 -0.177 -0.690
H 1.302 -0.184 0.671
H 0.130 3.345 -0.569
H 0.909 1.986 -0.515
O 1.010 2.970 -0.455
H -3.013 1.416 2.146
H -1.758 0.553 2.208
O -2.409 1.001 2.767
*
```

*2*
A 3-piece molecular cluster, C2H10NO2S overall, computed with ωB97M-V/def2-TZVPD.

As for the HOMO energy: -2.7770 eV. As for the frontier orbital gap: 0.2274 Eh.

Geometry as ORCA input:
```
! wB97M-V def2-TZVPD RIJCOSX def2/J DEFGRID3
* xyz -1 1
C -0.059 0.617 0.001
C -1.563 0.383 -0.149
S -2.631 1.416 0.914
N 0.435 -0.010 1.277
H 0.208 1.664 0.155
H 0.427 0.238 -0.901
H -1.826 -0.662 0.067
H -1.814 0.552 -1.210
H 0.056 -0.950 1.197
H -0.085 0.422 2.037
H 2.949 0.509 2.320
H 2.280 0.304 1.030
O 3.170 0.545 1.384
H -0.663 -1.740 -3.479
H -0.598 -1.308 -2.014
O -0.285 -1.980 -2.630
*
```

Verdict on stability: *1* comes out on top.

*1*
One molecule with the formula C9H9N3OS, computed with ωB97M-V/def2-TZVPD.

As for the HOMO energy: -8.6793 eV. As for the SMILES: Nc1nnc(COc2ccccc2)s1. As for the frontier orbital gap: 0.3375 Eh.

Geometry as ORCA input:
```
! wB97M-V def2-TZVPD RIJCOSX def2/J DEFGRID3
* xyz 0 1
N -1.532 -2.405 4.724
C -1.279 -2.230 3.387
N -1.949 -2.929 2.497
N -1.631 -2.574 1.225
C -0.824 -1.581 1.165
C -0.292 -1.131 -0.169
O -0.079 0.256 -0.086
C 0.435 1.017 -1.059
C 0.809 0.441 -2.279
C 1.356 1.239 -3.295
C 1.568 2.595 -3.088
C 1.113 3.176 -1.879
C 0.595 2.380 -0.822
S -0.310 -0.979 2.706
H -2.379 -2.952 4.911
H -1.372 -1.677 5.361
H -1.046 -1.399 -0.897
H 0.647 -1.661 -0.363
H 0.763 -0.650 -2.407
H 1.673 0.767 -4.226
H 1.980 3.264 -3.891
H 1.258 4.228 -1.697
H 0.499 2.804 0.184
*
```

*2*
One molecule with the formula C9H9N3OS, computed with ωB97M-V/def2-TZVPD.

As for the HOMO energy: -8.6940 eV. As for the SMILES: CC(=O)N(C)c1cccc2nsnc12. As for the frontier orbital gap: 0.2516 Eh.

Geometry as ORCA input:
```
! wB97M-V def2-TZVPD RIJCOSX def2/J DEFGRID3
* xyz 0 1
C 1.026 -1.963 1.431
C 1.836 -0.511 1.303
O 3.171 -0.483 1.317
N 1.005 0.766 1.122
C 1.883 1.954 0.782
C 0.039 0.427 0.007
C 0.538 0.111 -1.522
C -0.562 -0.288 -2.686
C -2.190 -0.363 -2.316
C -2.666 -0.044 -0.778
N -4.023 -0.019 -0.109
S -3.791 0.459 1.590
N -2.055 0.654 1.764
C -1.560 0.353 0.365
H 0.093 -1.899 2.143
H 0.646 -2.301 0.359
H 1.761 -2.789 1.852
H 2.451 1.866 -0.240
H 1.191 2.919 0.694
H 2.647 2.149 1.656
H 1.685 0.137 -1.822
H -0.140 -0.516 -3.776
H -2.985 -0.622 -3.137
*
```

Verdict on stability: *1* comes out on top.

*1*
A 2-piece molecular cluster, C4H10ClN overall, computed with ωB97M-V/def2-TZVPD.

As for the HOMO energy: -9.3367 eV. As for the SMILES: C/C=C(/C)Cl.N. As for the frontier orbital gap: 0.3727 Eh.

Geometry as ORCA input:
```
! wB97M-V def2-TZVPD RIJCOSX def2/J DEFGRID3
* xyz 0 1
C -0.034 0.571 2.089
C 0.500 0.681 0.682
C -0.367 0.621 -0.340
C -0.159 1.015 -1.771
Cl -2.018 0.014 -0.081
H -0.496 1.527 2.537
H 0.766 0.271 2.647
H -0.886 -0.256 2.243
H 1.457 0.985 0.425
H 0.022 0.251 -2.495
H -0.865 1.627 -2.092
H 0.799 1.426 -1.910
N 0.613 -2.311 -0.447
H 0.296 -1.783 0.325
H 0.557 -1.679 -1.211
H -0.185 -2.960 -0.600
*
```

*2*
One molecule with the formula C4H10ClN, computed with ωB97M-V/def2-TZVPD.

As for the HOMO energy: -9.1050 eV. As for the SMILES: CC[C@@H](Cl)CN. As for the frontier orbital gap: 0.3735 Eh.

Geometry as ORCA input:
```
! wB97M-V def2-TZVPD RIJCOSX def2/J DEFGRID3
* xyz 0 1
C -2.793 -0.431 -0.334
C -1.263 -0.913 0.316
C 0.004 -0.218 -0.193
Cl 0.060 1.537 0.099
C 1.313 -0.834 0.391
N 2.612 -0.588 -0.339
H -2.741 0.638 -0.457
H -2.849 -0.994 -1.237
H -3.537 -0.778 0.415
H -1.135 -1.944 0.222
H -1.175 -0.996 1.388
H 0.109 -0.261 -1.276
H 1.426 -0.447 1.453
H 1.174 -1.878 0.548
H 3.038 0.249 -0.445
H 2.815 -1.239 -1.006
*
```

Verdict on stability: *2* comes out on top.

*1*
C5H9NO2 as an isolated structure, computed with ωB97M-V/def2-TZVPD.

As for the HOMO energy (spin up / spin down): -13.7872 / -13.9060 eV. As for the frontier orbital gap (spin up / spin down): 0.2159 / 0.2201 Eh.

Geometry as ORCA input:
```
! wB97M-V def2-TZVPD RIJCOSX def2/J DEFGRID3
* xyz 1 2
C -0.435 2.599 -1.361
C -0.818 1.274 -1.663
N -1.008 -0.814 0.426
C 1.320 -1.433 -0.002
C 0.260 -0.472 0.547
C -0.227 -0.814 2.142
O 0.125 -1.807 2.605
O -0.124 0.343 -2.020
H 0.546 3.017 -1.521
H -1.149 3.136 -0.744
H -1.914 1.132 -1.687
H -1.165 -1.816 0.575
H 1.289 -2.373 0.543
H 2.284 -0.963 0.173
H 1.177 -1.589 -1.066
H 0.488 0.568 0.342
H -0.649 0.012 2.713
*
```

*2*
A 2-piece molecular cluster, C5H9NO2 overall, computed with ωB97M-V/def2-TZVPD.

As for the HOMO energy (spin up / spin down): -13.6722 / -13.6572 eV. As for the frontier orbital gap (spin up / spin down): 0.2467 / 0.2460 Eh.

Geometry as ORCA input:
```
! wB97M-V def2-TZVPD RIJCOSX def2/J DEFGRID3
* xyz 1 2
O -1.583 3.160 -0.704
C -1.753 2.646 -1.789
O -1.002 1.634 -2.070
C -0.063 0.079 0.442
C 0.277 -1.025 1.328
C 0.687 -2.322 0.985
C 1.048 -2.711 -0.263
N 0.385 1.337 0.903
H -2.506 3.010 -2.500
H 0.319 -0.195 -0.563
H -0.023 2.108 0.394
H 0.583 -0.634 2.303
H 1.001 -2.956 1.809
H 0.866 -2.067 -1.108
H 1.503 -3.682 -0.381
H 1.373 1.455 1.053
H -1.109 0.162 0.161
*
```

Verdict on stability: *2* comes out on top.

*1*
One molecule with the formula C12H22O2, computed with ωB97M-V/def2-TZVPD.

As for the HOMO energy: -8.7384 eV. As for the SMILES: CC(=O)OCC[C@@H](C)CCC=C(C)C. As for the frontier orbital gap: 0.3549 Eh.

Geometry as ORCA input:
```
! wB97M-V def2-TZVPD RIJCOSX def2/J DEFGRID3
* xyz 0 1
C -1.684 -2.855 -0.820
C -1.918 -1.778 0.207
O -1.520 -1.812 1.342
O -2.624 -0.775 -0.318
C -2.863 0.381 0.485
C -2.206 1.607 -0.145
C -0.675 1.522 -0.201
C -0.144 2.544 -1.204
C -0.052 1.736 1.183
C 1.393 1.231 1.266
C 1.448 -0.246 1.030
C 2.177 -0.913 0.144
C 3.149 -0.301 -0.824
C 2.081 -2.409 0.041
H -0.751 -2.636 -1.335
H -2.492 -2.864 -1.545
H -1.592 -3.819 -0.329
H -2.483 0.189 1.493
H -3.949 0.515 0.529
H -2.508 2.488 0.424
H -2.595 1.708 -1.160
H -0.397 0.521 -0.549
H -0.424 3.552 -0.903
H 0.939 2.493 -1.270
H -0.551 2.356 -2.195
H -0.085 2.800 1.434
H -0.637 1.200 1.932
H 1.772 1.440 2.272
H 2.018 1.775 0.560
H 0.778 -0.811 1.666
H 4.075 -0.873 -0.831
H 3.385 0.729 -0.577
H 2.737 -0.327 -1.834
H 3.008 -2.871 0.381
H 1.927 -2.710 -0.996
H 1.263 -2.789 0.647
*
```

*2*
One molecule with the formula C12H22O2, computed with ωB97M-V/def2-TZVPD.

As for the HOMO energy: -7.8520 eV. As for the SMILES: CC(C)=CCC[C@H](C)CCCOC=O. As for the frontier orbital gap: 0.3161 Eh.

Geometry as ORCA input:
```
! wB97M-V def2-TZVPD RIJCOSX def2/J DEFGRID3
* xyz 0 1
C 3.173 -1.432 0.313
C 3.200 0.070 0.521
C 4.581 0.721 0.592
C 2.118 0.845 0.617
C 0.964 0.832 -0.400
C 0.007 -0.359 -0.188
C -1.086 -0.555 -1.267
C -0.616 -0.146 -2.675
C -2.481 0.076 -0.937
C -2.490 1.212 0.105
C -2.822 0.770 1.553
O -3.940 -0.123 1.628
C -3.568 -1.409 1.892
O -3.693 -1.908 2.913
H 4.179 -1.835 0.445
H 2.843 -1.744 -0.690
H 2.516 -1.940 1.020
H 4.657 1.513 -0.147
H 4.670 1.154 1.603
H 5.384 -0.014 0.518
H 2.108 1.544 1.455
H 1.455 0.809 -1.372
H 0.487 1.811 -0.300
H -0.397 -0.329 0.826
H 0.630 -1.257 -0.212
H -1.253 -1.638 -1.337
H -1.328 -0.475 -3.432
H -0.377 0.916 -2.752
H 0.299 -0.723 -2.868
H -2.867 0.492 -1.874
H -3.180 -0.714 -0.665
H -1.597 1.838 0.093
H -3.322 1.870 -0.170
H -1.948 0.410 2.104
H -3.138 1.685 2.063
H -3.168 -1.968 1.026
*
```

Verdict on stability: *1* comes out on top.

*1*
C2H7I2N2O as an isolated structure, computed with ωB97M-V/def2-TZVPD.

As for the HOMO energy: -13.3320 eV. As for the frontier orbital gap: 0.2837 Eh.

Geometry as ORCA input:
```
! wB97M-V def2-TZVPD RIJCOSX def2/J DEFGRID3
* xyz 1 1
C -0.861 -0.265 1.269
C -0.250 -0.115 -0.071
N 0.514 -1.199 -0.633
N 0.668 1.190 -0.019
O -1.226 0.297 -1.121
I 1.027 -1.227 -2.718
I 2.190 -1.810 0.637
H -1.889 0.265 1.109
H -1.021 -1.321 1.692
H -0.187 0.296 1.967
H 1.640 0.775 -0.169
H 0.477 1.622 -0.951
H 0.394 1.927 0.639
H -1.475 -0.437 -1.632
*
```

*2*
C2H7I2N2O as an isolated structure, computed with ωB97M-V/def2-TZVPD.

As for the HOMO energy: -12.9791 eV. As for the frontier orbital gap: 0.2981 Eh.

Geometry as ORCA input:
```
! wB97M-V def2-TZVPD RIJCOSX def2/J DEFGRID3
* xyz 1 1
C -0.197 -0.776 -0.912
C 0.757 0.279 -0.271
N 2.064 -0.004 -0.405
N 0.179 0.333 1.265
O 0.473 1.606 -0.678
I 3.447 1.509 0.019
I 2.603 -1.930 0.014
H -0.973 -0.183 -1.498
H 0.352 -1.311 -1.679
H -0.564 -1.464 -0.140
H 0.730 0.953 1.824
H -0.667 0.942 1.078
H -0.071 -0.564 1.596
H 0.229 1.737 -1.637
*
```

Verdict on stability: *2* comes out on top.

*1*
A 3-piece molecular cluster, C2H3F2IO overall, computed with ωB97M-V/def2-TZVPD.

As for the HOMO energy: -10.1403 eV. As for the frontier orbital gap: 0.3449 Eh.

Geometry as ORCA input:
```
! wB97M-V def2-TZVPD RIJCOSX def2/J DEFGRID3
* xyz 0 1
C 1.242 -0.304 0.220
C -0.109 0.019 0.402
O -1.113 -0.746 0.502
F -0.362 1.381 0.564
F -2.071 -0.021 -1.632
I 2.300 -0.603 2.099
H 1.254 -1.287 -0.341
H 1.761 0.602 -0.129
H -2.902 0.959 -1.685
*
```

*2*
C2H3F2IO as an isolated structure, computed with ωB97M-V/def2-TZVPD.

As for the HOMO energy: -9.7529 eV. As for the frontier orbital gap: 0.3692 Eh.

Geometry as ORCA input:
```
! wB97M-V def2-TZVPD RIJCOSX def2/J DEFGRID3
* xyz 0 1
C 1.027 -1.678 0.279
C 0.066 -0.922 1.249
O 0.153 0.186 1.620
F -1.037 -1.653 1.462
F -2.801 -0.137 2.807
I 2.224 -0.180 -0.497
H 1.544 -2.453 0.843
H 0.502 -2.254 -0.514
H -2.942 0.767 2.516
*
```

Verdict on stability: *2* comes out on top.

*1*
An isolated ion of composition CHO2S2 and charge -1, computed with ωB97M-V/def2-TZVPD.

As for the HOMO energy: -3.5369 eV. As for the frontier orbital gap: 0.2667 Eh.

Geometry as ORCA input:
```
! wB97M-V def2-TZVPD RIJCOSX def2/J DEFGRID3
* xyz -1 1
C 2.663 -0.554 0.207
O 2.462 -1.784 0.240
O -0.096 0.309 0.625
S 3.956 0.494 -0.228
S 1.610 0.812 0.324
H 0.181 -0.653 0.617
*
```

*2*
An isolated ion of composition CHO2S2 and charge -1, computed with ωB97M-V/def2-TZVPD.

As for the HOMO energy: -3.1857 eV. As for the frontier orbital gap: 0.2500 Eh.

Geometry as ORCA input:
```
! wB97M-V def2-TZVPD RIJCOSX def2/J DEFGRID3
* xyz -1 1
C 1.943 0.836 0.144
O 1.647 1.979 0.212
O -0.113 -1.105 -0.023
S 3.915 -0.167 -0.070
S 1.731 -0.793 -0.008
H -0.320 -2.058 0.243
*
```

Verdict on stability: *1* comes out on top.

*1*
A 2-piece molecular cluster, C4H5IN overall, computed with ωB97M-V/def2-TZVPD.

As for the HOMO energy: -13.0196 eV. As for the frontier orbital gap: 0.2399 Eh.

Geometry as ORCA input:
```
! wB97M-V def2-TZVPD RIJCOSX def2/J DEFGRID3
* xyz 1 1
C -1.055 0.431 -0.002
C -2.153 -0.201 0.369
C 2.242 -1.404 -0.438
C 1.275 0.768 0.137
N 1.726 -0.391 -0.283
I -4.244 0.057 -0.324
H -1.002 1.176 -0.788
H -2.160 -0.748 1.217
H 3.022 -2.220 -0.598
H 1.339 1.698 -0.468
H 1.011 0.834 1.177
*
```

*2*
A 2-piece molecular cluster, C4H5IN overall, computed with ωB97M-V/def2-TZVPD.

As for the HOMO energy (spin up / spin down): -12.9961 / -12.8951 eV. As for the frontier orbital gap (spin up / spin down): 0.2331 / 0.1642 Eh.

Geometry as ORCA input:
```
! wB97M-V def2-TZVPD RIJCOSX def2/J DEFGRID3
* xyz 1 1
C -0.683 -1.029 -0.506
C -1.175 -1.450 -1.513
C -0.182 -0.555 0.845
C 1.367 1.691 -0.112
N -0.107 0.766 1.182
I -1.437 -2.438 -3.245
H -1.088 -1.065 1.509
H 0.763 -1.142 0.988
H 1.207 2.624 0.332
H 2.182 1.171 -0.503
H -0.847 1.427 1.023
*
```

Verdict on stability: *1* comes out on top.